No. 1
Molecular formula: C3H3NO
Method: DFT, ωB97M-V/def2-TZVPD

XYZ file:
```
8
Properties=species:S:1:pos:R:3:forces:R:3
C 1.243955 0.119261 -0.029876 0.427 -0.034 -0.574
C -0.851394 -0.594079 -0.257100 2.695 0.053 -4.353
C -0.113692 0.644945 -0.090407 -0.729 4.367 3.665
N 0.319464 -0.734221 0.553849 0.954 -0.626 1.749
O 2.419113 0.266638 -0.175211 -1.126 -0.071 0.280
H -1.774533 -0.590131 0.215053 -1.593 -0.720 0.534
H -0.561928 -0.932169 -1.325994 -2.016 -0.197 1.708
H -0.680983 1.819757 1.109689 1.386 -2.772 -3.009
```
Positions in Å, forces in eV/Å.

LUMO level (eV): -0.375
DFT total energy (Ha): -245.89232
Molar mass (g/mol): 69.063
Highest occupied orbital energy (eV): -9.94
Kohn-Sham gap (eV): 9.561
Multiplicity: 1
Net charge: 0

Mulliken atomic charge list, values in e, 4 entries:
1. C 0.6573
2. C -0.0973
3. C -0.4876
4. N -0.3336

***

No. 2
Molecular formula: C40H66BN8OP2Ti
Method: DFT, ωB97M-V/def2-TZVPD

XYZ file:
```
119
Properties=species:S:1:pos:R:3:forces:R:3
Ti 0.437110 0.036367 0.670965 0.642 0.802 0.169
C 0.293929 2.389833 -5.227896 -0.078 -0.034 0.014
C -0.511309 1.212383 -4.671274 0.177 0.109 0.221
C 0.434174 0.005538 -4.528679 0.010 0.042 -0.005
C -1.609682 0.851629 -5.672474 0.010 0.024 -0.005
P -0.975585 1.635643 -2.875681 -0.358 -0.162 -0.273
C -2.036417 0.149234 -2.487805 0.198 -0.024 0.164
N -1.284213 -1.016194 -2.028284 -0.105 0.143 -0.132
B -0.336772 -1.166272 -0.926737 -0.636 -0.881 -1.278
N -0.121247 -2.608950 -0.905983 0.035 -0.117 -0.167
C 0.624164 -3.367627 0.059135 0.159 0.117 0.087
P 2.056113 -2.360553 0.670694 -0.365 -0.639 -0.355
C 2.459794 -3.340391 2.247424 0.003 0.352 -0.031
C 1.359331 -2.940671 3.247154 0.048 -0.022 -0.043
C 3.807407 -2.866730 2.802138 -0.034 -0.031 -0.039
C 2.466862 -4.865162 2.120245 0.030 -0.004 -0.048
C 3.368623 -2.726157 -0.656922 -0.037 0.256 0.217
C 4.018267 -4.104637 -0.575767 -0.039 0.058 0.012
C 4.439247 -1.636995 -0.509949 -0.039 -0.101 0.078
C 2.733258 -2.559444 -2.042365 0.002 0.059 0.063
C -0.836977 -3.240429 -1.909384 -0.138 -0.056 -0.061
C -0.919312 -4.575920 -2.271309 0.033 0.023 0.044
C -1.736979 -4.918667 -3.342590 -0.051 -0.053 -0.080
C -2.465516 -3.949893 -4.018959 -0.004 -0.060 -0.014
C -2.391764 -2.609947 -3.651704 0.001 0.021 -0.021
C -1.564143 -2.254714 -2.596349 -0.104 -0.136 -0.111
C -2.261850 3.049826 -2.912554 0.249 -0.063 0.009
C -3.078490 3.223260 -4.191502 0.006 -0.005 0.065
C -3.240993 2.886945 -1.744028 0.068 0.046 -0.118
C -1.419394 4.314040 -2.674167 -0.064 -0.028 -0.041
H 0.705689 2.131242 -6.207382 -0.003 -0.006 0.003
H -0.324987 3.280667 -5.351703 0.071 -0.005 -0.014
H 1.122902 2.629561 -4.563229 0.114 0.092 0.034
H 1.016078 -0.112675 -5.447203 -0.028 -0.002 -0.029
H 1.130922 0.145268 -3.697397 0.031 -0.037 -0.010
H -0.116001 -0.920554 -4.359283 0.030 0.005 0.024
H -1.140420 0.374093 -6.537369 -0.024 -0.023 -0.005
H -2.340890 0.146976 -5.273781 0.042 -0.001 -0.066
H -2.140814 1.729149 -6.034210 0.023 -0.088 -0.022
H -2.768122 0.432262 -1.729807 -0.006 0.003 -0.014
H -2.587392 -0.135077 -3.382585 -0.091 0.100 0.138
H -0.004659 -3.614268 0.923581 0.048 -0.136 0.001
H 0.977503 -4.307408 -0.371020 -0.001 -0.001 -0.017
H 0.406587 -3.417772 3.010678 -0.016 0.041 0.019
H 1.645388 -3.250271 4.255903 0.017 -0.063 -0.024
H 1.212309 -1.861950 3.252439 -0.025 0.022 0.067
H 3.811442 -1.788615 2.973278 0.031 -0.018 0.040
H 4.004341 -3.358384 3.758324 -0.009 0.001 0.010
H 4.629940 -3.113687 2.129734 0.003 0.023 0.059
H 1.621698 -5.239625 1.541739 0.008 -0.030 0.058
H 3.384951 -5.233044 1.667168 -0.087 -0.034 0.033
H 2.397633 -5.299156 3.121242 0.009 -0.008 0.008
H 4.605719 -4.229393 0.333621 0.003 -0.028 -0.073
H 3.279742 -4.905634 -0.631241 0.030 -0.012 -0.005
H 4.697112 -4.218071 -1.424975 -0.003 -0.023 -0.015
H 4.892418 -1.641776 0.485423 0.042 0.040 -0.061
H 5.236271 -1.794779 -1.241643 0.001 0.015 -0.009
H 3.990481 -0.659165 -0.693019 0.055 -0.001 0.016
H 2.039081 -3.363784 -2.282813 -0.067 0.006 0.015
H 2.203570 -1.609485 -2.126161 -0.044 0.002 -0.054
H 3.528145 -2.579019 -2.793651 0.025 0.004 0.018
H -0.374904 -5.345164 -1.737799 0.010 0.025 0.009
H -1.808930 -5.953641 -3.650491 -0.010 0.003 0.026
H -3.107740 -4.240479 -4.840016 0.015 0.010 -0.006
H -2.975673 -1.875837 -4.192664 0.011 -0.056 0.022
H -3.596241 2.303409 -4.464307 -0.033 0.047 -0.015
H -3.834929 3.998262 -4.032439 0.012 0.011 -0.002
H -2.457668 3.540354 -5.029408 -0.059 -0.024 0.009
H -4.022582 2.165063 -1.983579 0.002 -0.019 0.065
H -2.730703 2.563212 -0.836564 0.035 -0.011 0.156
H -3.729841 3.847062 -1.548389 0.025 -0.026 0.005
H -0.646271 4.419015 -3.438662 -0.004 0.050 0.050
H -2.046375 5.210992 -2.704189 -0.025 -0.038 0.010
H -0.924169 4.264346 -1.701890 0.029 0.027 0.011
N -0.083409 0.703828 3.754706 0.076 0.163 -0.060
C -1.039444 -0.177868 3.250972 -0.055 -0.251 -0.250
C -2.075271 -0.503362 4.126577 -0.148 -0.035 0.130
C -3.102523 -1.321795 3.710459 0.218 0.114 -0.141
C -3.058036 -1.793270 2.403211 -0.152 -0.045 0.171
C -2.000638 -1.437221 1.603518 0.096 -0.085 -0.112
N -0.967067 -0.641875 1.986181 -1.526 -0.551 1.792
C 1.237391 0.957376 3.439079 0.027 -0.412 -0.180
C 1.945637 1.771267 4.331149 0.296 0.177 0.200
C 3.294012 1.974050 4.142243 -0.389 -0.132 -0.063
C 3.905632 1.334519 3.066361 0.250 0.015 -0.023
C 3.134711 0.577119 2.219303 -0.113 -0.101 0.014
N 1.799812 0.404111 2.351198 0.202 0.664 1.141
H -0.340257 1.071640 4.654438 -0.041 0.036 0.030
H -2.063758 -0.110214 5.135625 0.035 -0.004 -0.002
H -3.907789 -1.583832 4.381890 -0.007 -0.004 0.009
H -3.833469 -2.437810 2.015270 0.031 0.009 -0.067
H -1.950777 -1.804751 0.588267 0.054 0.014 0.005
H 1.436683 2.203659 5.183676 -0.024 0.003 -0.025
H 3.858724 2.585678 4.832204 0.019 0.001 -0.005
H 4.972528 1.413337 2.909446 -0.013 -0.039 -0.056
H 3.581566 0.028263 1.402362 -0.019 0.134 -0.100
N -1.608278 3.683647 2.104117 -0.074 0.030 0.053
C -0.530618 3.054661 1.578049 -0.064 0.152 -0.243
N 0.652037 3.705359 1.646514 0.060 -0.054 0.101
O -0.638522 1.943020 1.049384 0.051 -0.323 0.051
H -1.577233 4.659015 2.342711 0.010 0.019 -0.033
H -2.512470 3.289042 1.908232 0.034 -0.062 -0.037
H 0.768959 4.546879 2.182192 0.005 -0.023 0.015
H 1.473765 3.195094 1.371468 0.040 -0.004 -0.070
C 5.124036 1.993727 -0.837143 -0.094 -0.049 0.021
C 3.748175 2.656505 -1.001920 0.343 0.253 -0.140
C 3.689713 3.957844 -0.186452 -0.061 -0.103 0.005
C 3.514643 2.979488 -2.484953 -0.117 -0.083 -0.019
C 2.688362 1.738800 -0.549008 -0.387 -0.135 -0.531
N 1.789625 1.022169 -0.366050 1.677 1.273 -0.483
H 5.896880 2.698162 -1.145325 -0.017 0.019 0.002
H 5.204608 1.104695 -1.461610 0.016 0.002 0.014
H 5.310064 1.711455 0.198780 0.014 -0.016 0.052
H 4.483608 4.626836 -0.519822 0.001 -0.022 -0.009
H 3.836463 3.763124 0.877346 0.006 0.003 0.054
H 2.735450 4.464095 -0.338890 -0.008 0.006 0.036
H 4.314084 3.626849 -2.847948 0.014 0.007 0.051
H 2.562350 3.491913 -2.620953 -0.035 -0.041 -0.043
H 3.513760 2.066310 -3.079781 -0.040 0.007 -0.042
```
Positions in Å, forces in eV/Å.

LUMO level (spin up / spin down) (eV): -2.356 / -2.375
DFT total energy (Ha): -3634.07677
Molar mass (g/mol): 795.650
⟨S²⟩: 2.019
Highest occupied orbital energy (spin up / spin down) (eV): -7.85 / -9.17
Kohn-Sham gap (spin up / spin down) (eV): 5.492 / 6.793
Multiplicity: 3
Net charge: +1

Mulliken atomic charge list, values in e, 4 entries:
1. Ti -0.7495
2. C -1.8395
3. C 2.2156
4. C -2.0162

***

> What is the formula in the second record?

C40H66BN8OP2Ti

***

> What is the formula in the second record?

C40H66BN8OP2Ti

***

Please write out number 1 again, unchanged.
Molecular formula: C3H3NO
Method: DFT, ωB97M-V/def2-TZVPD

XYZ file:
```
8
Properties=species:S:1:pos:R:3:forces:R:3
C 1.243955 0.119261 -0.029876 0.427 -0.034 -0.574
C -0.851394 -0.594079 -0.257100 2.695 0.053 -4.353
C -0.113692 0.644945 -0.090407 -0.729 4.367 3.665
N 0.319464 -0.734221 0.553849 0.954 -0.626 1.749
O 2.419113 0.266638 -0.175211 -1.126 -0.071 0.280
H -1.774533 -0.590131 0.215053 -1.593 -0.720 0.534
H -0.561928 -0.932169 -1.325994 -2.016 -0.197 1.708
H -0.680983 1.819757 1.109689 1.386 -2.772 -3.009
```
Positions in Å, forces in eV/Å.

LUMO level (eV): -0.375
DFT total energy (Ha): -245.89232
Molar mass (g/mol): 69.063
Highest occupied orbital energy (eV): -9.94
Kohn-Sham gap (eV): 9.561
Multiplicity: 1
Net charge: 0

Mulliken atomic charge list, values in e, 4 entries:
1. C 0.6573
2. C -0.0973
3. C -0.4876
4. N -0.3336